No. 1
Below is a molecular structure, C27H32BrN3O2S6Tb in a non-equilibrium geometry, with properties calculated with ωB97M-V/def2-TZVPD.

Geometry as ORCA input:
```
! RIJCOSX wB97M-V def2-TZVPD def2/J DEFGRID3
* xyz 1 7
Tb 9.454 12.813 10.628
C 13.330 14.397 9.831
C 12.985 13.498 8.592
S 11.248 13.559 8.216
C 11.207 12.108 7.054
C 9.787 11.521 7.028
S 9.206 10.755 8.633
C 10.507 9.490 8.850
C 11.812 9.908 9.528
S 11.495 10.877 11.014
C 13.173 11.417 11.436
C 13.302 12.782 12.166
S 12.391 14.075 11.343
H 13.018 15.414 9.683
H 14.405 14.545 9.993
H 13.255 12.505 8.863
H 13.749 13.772 7.829
H 11.923 11.359 7.313
H 11.413 12.541 6.055
H 9.667 10.677 6.295
H 9.112 12.343 6.830
H 10.716 9.048 7.916
H 10.044 8.687 9.435
H 12.504 10.461 8.898
H 12.406 9.035 9.853
H 13.705 11.356 10.476
H 13.645 10.574 12.047
H 14.414 12.992 12.158
H 12.856 12.656 13.152
S 10.013 12.887 13.246
C 9.920 14.605 13.054
S 8.939 15.107 11.727
C 10.615 15.483 13.800
C 11.411 15.106 14.954
N 12.021 14.896 15.910
C 10.535 16.921 13.526
N 10.465 18.068 13.396
O 5.806 16.550 6.172
C 6.628 15.877 7.045
C 7.789 16.371 7.620
C 8.426 15.556 8.524
N 8.017 14.329 8.889
C 6.862 13.908 8.335
Br 6.074 12.249 8.934
C 6.133 14.643 7.438
H 6.014 17.459 6.065
H 8.187 17.294 7.216
H 9.360 15.883 9.030
H 5.200 14.402 6.973
C 5.037 6.559 15.243
C 5.528 7.580 14.291
C 6.432 8.514 14.707
C 7.085 9.411 13.831
C 8.242 10.271 14.274
C 6.607 9.419 12.492
C 7.162 10.350 11.474
O 8.159 11.036 11.571
C 5.632 8.513 12.013
C 5.229 8.364 10.530
C 5.149 7.588 12.909
H 5.864 5.960 15.625
H 4.355 5.888 14.720
H 4.575 7.056 16.096
H 6.782 8.469 15.735
H 8.411 10.045 15.349
H 8.010 11.338 14.193
H 9.148 10.065 13.721
H 6.663 10.266 10.511
H 6.205 8.253 9.991
H 4.634 9.193 10.057
H 4.629 7.486 10.436
H 4.397 6.840 12.670
*
```

Results
ΔE to the lowest compared entry with this formula, charge and spin (kJ/mol): 276.9

Atom charges from the Löwdin analysis, given in e for atoms 1 to 6: 0.822, -0.479, -0.510, 0.867, -0.440, -0.448

No. 2
Below is a molecular structure, C31H34ClIrN2O4P, with properties calculated with ωB97M-V/def2-TZVPD.

Geometry as ORCA input:
```
! RIJCOSX wB97M-V def2-TZVPD def2/J DEFGRID3
* xyz 1 1
Ir -0.158 0.334 -0.415
Cl 3.231 -4.087 4.056
C 2.122 -3.015 3.263
C 0.748 -3.256 3.342
C -0.146 -2.426 2.708
C 0.292 -1.329 1.950
O -0.597 -0.550 1.378
C 1.691 -1.087 1.881
C 2.286 -0.059 1.083
N 1.688 0.775 0.296
C 2.448 1.618 -0.555
C 3.702 2.099 -0.289
C 4.382 2.882 -1.243
C 3.794 3.205 -2.432
C 2.480 2.765 -2.716
C 1.783 3.131 -3.890
C 0.498 2.709 -4.063
C -0.096 1.900 -3.080
N 0.526 1.523 -1.986
C 1.815 1.955 -1.780
C 2.587 -1.942 2.551
H 0.394 -4.113 3.900
H -1.210 -2.615 2.764
H 3.373 -0.040 1.090
H 4.175 1.905 0.664
H 5.376 3.240 -1.013
H 4.310 3.817 -3.159
H 2.274 3.751 -4.629
H -0.077 2.974 -4.939
H -1.105 1.536 -3.212
H 3.652 -1.759 2.487
C 3.190 -5.482 0.196
O 1.790 -5.712 0.297
C 0.956 -4.728 -0.063
C -0.418 -5.042 0.053
C -1.339 -4.097 -0.267
C -0.972 -2.786 -0.673
C -1.993 -1.851 -1.015
C -3.403 -2.317 -1.253
O -1.827 -0.609 -1.182
C 0.424 -2.477 -0.782
O 0.868 -1.314 -1.171
C 1.365 -3.485 -0.502
H 3.666 -6.417 0.474
H 3.501 -4.694 0.887
H 3.470 -5.216 -0.824
H -0.697 -6.029 0.392
H -2.386 -4.351 -0.184
H -3.436 -3.072 -2.038
H -4.017 -1.467 -1.540
H -3.814 -2.763 -0.347
H 2.408 -3.228 -0.612
C -3.335 2.348 -1.694
C -2.364 3.082 -0.767
P -1.544 1.981 0.436
C -0.675 3.071 1.631
C -1.138 4.524 1.729
C -2.935 1.237 1.351
C -3.856 2.228 2.058
H -3.693 3.016 -2.476
H -4.207 2.008 -1.133
H -2.906 1.458 -2.153
H -2.925 3.827 -0.201
H -1.588 3.627 -1.310
H 0.382 3.028 1.364
H -0.763 2.567 2.598
H -0.920 5.073 0.812
H -0.615 5.026 2.542
H -2.206 4.608 1.924
H -2.484 0.542 2.057
H -3.493 0.631 0.634
H -3.324 2.809 2.811
H -4.652 1.686 2.569
H -4.334 2.922 1.364
*
```

Results
ΔE to the lowest compared entry with this formula, charge and spin (kJ/mol): 9.6

Atom charges from the Löwdin analysis, given in e for atoms 1 to 6: 1.309, 0.688, -0.669, -0.065, 0.011, -0.332

No. 3
Below is a molecular structure, C4H12ClCrI2NOP in a non-equilibrium geometry, with properties calculated with ωB97M-V/def2-TZVPD.

Geometry as ORCA input:
```
! RIJCOSX wB97M-V def2-TZVPD def2/J DEFGRID3
* xyz 2 4
I 1.079 2.485 0.957
I 0.851 -2.564 0.963
Cr 0.577 -0.019 1.165
P -0.525 0.011 -0.945
C 0.530 -0.009 -2.413
C -1.678 -1.375 -1.193
H -2.305 1.509 -0.341
H -2.137 1.347 -2.124
H -0.995 2.375 -1.184
C -1.596 1.461 -1.175
H -2.381 -1.408 -0.353
H -2.229 -1.230 -2.133
H -0.115 -0.017 -3.303
H 1.164 -0.903 -2.403
H -1.121 -2.316 -1.226
H 1.164 0.886 -2.420
C 2.593 -0.149 0.842
O 3.706 -0.095 1.185
Cl -1.546 0.100 2.003
N 1.173 -0.025 3.249
H 1.810 -0.793 3.484
H 0.343 -0.118 3.849
H 1.640 0.847 3.514
*
```

Results
ΔE to the lowest compared entry with this formula, charge and spin (kJ/mol): 67.3

Atom charges from the Löwdin analysis, given in e for atoms 1 to 6: 0.919, 0.965, -0.528, 0.611, -0.215, -0.263

No. 4
Below is 3 unconnected molecules or ions with the total composition C4H14N4 in a non-equilibrium geometry, with properties calculated with ωB97M-V/def2-TZVPD.

Geometry as ORCA input:
```
! RIJCOSX wB97M-V def2-TZVPD def2/J DEFGRID3
* xyz 2 1
C 6.057 -1.246 -0.835
C 6.861 -0.008 -1.071
C 3.075 -0.654 1.302
C -9.054 1.804 -0.706
N 5.031 -1.381 -0.047
N -10.104 -1.720 0.417
N 4.405 -0.273 0.637
N -10.637 -1.507 -0.537
H 6.421 -2.112 -1.172
H 6.274 0.919 -1.185
H 7.639 -0.132 -1.936
H 7.437 0.334 -0.183
H 3.202 -1.487 1.950
H 2.922 0.375 1.870
H 2.314 -0.842 0.531
H -9.935 1.600 -1.132
H -8.496 2.672 -1.285
H -8.341 1.114 -0.726
H 4.762 -2.364 0.153
H -9.546 -1.399 1.234
H 4.423 0.687 0.272
H -9.071 2.272 0.290
*
```

Results
ΔE to the lowest compared entry with this formula, charge and spin (kJ/mol): 507.4

Atom charges from the Löwdin analysis, given in e for atoms 1 to 6: -0.038, -0.026, -0.036, -0.039, 0.077, 0.343

No. 5
Below is a molecular structure, C6H11NO2 in a non-equilibrium geometry, with properties calculated with ωB97M-V/def2-TZVPD.

Geometry as ORCA input:
```
! RIJCOSX wB97M-V def2-TZVPD def2/J DEFGRID3
* xyz 0 1
C -0.723 -1.034 0.882
C 0.628 0.280 0.316
C -1.065 -2.002 -0.226
C 1.645 -0.406 -0.575
C -0.216 1.226 -0.280
C 1.075 2.723 -0.291
O -1.900 -0.532 1.449
N -1.303 1.504 -0.785
O 1.913 2.967 0.528
H -1.930 0.406 1.660
H -0.157 -1.523 1.680
H 1.035 0.640 1.259
H -2.056 0.830 -0.637
H 0.816 3.455 -1.102
H -0.186 -2.571 -0.520
H -1.478 -1.490 -1.097
H -1.807 -2.732 0.116
H 1.980 -1.331 -0.106
H 1.220 -0.652 -1.547
H 2.506 0.243 -0.724
*
```

Results
ΔE to the lowest compared entry with this formula, charge and spin (kJ/mol): 451.7

Atom charges from the Löwdin analysis, given in e for atoms 1 to 6: -0.314, -0.230, -0.072, -0.060, -0.295, -0.143